(1)
110
Properties=species:S:1:pos:R:3:forces:R:3:lowdin_charge:R:1 method="wB97M-V/def2-TZVPD" lumo_ha="-0.0822 / -0.1553" spin_multiplicity=2 max_force_ev_per_a=6.43 gap_ev="9.95 / 7.96" total_energy_ev=-103602.8256 total_charge=+1
Tl 1.94974 2.29077 -0.97699 -0.43 -0.16 0.49 1.07
C 0.28916 -1.29049 -0.03951 -0.26 1.06 -0.92 -0.12
O 0.07495 -0.00730 -0.57946 0.56 -0.98 0.76 -0.15
H -0.26389 -2.00104 -0.65379 -0.16 -0.34 0.42 0.06
H 1.34427 -1.52441 -0.18138 0.59 0.11 -0.37 0.09
H 0.19520 -1.37319 1.04328 -0.58 0.18 0.09 0.10
C 3.69395 -4.99977 0.13190 0.48 2.51 2.19 -0.05
C 4.43689 -3.73365 -0.39247 1.17 -1.90 -0.33 -0.25
O 3.98829 -2.45182 0.11322 -0.73 0.83 -0.73 -0.19
P 4.77555 -1.13068 -0.37580 0.27 -0.19 -1.41 0.51
O 4.12010 0.19228 -0.08218 0.82 -2.17 -0.11 -0.34
O 6.29885 -1.35156 0.12042 -1.99 0.01 -1.96 -0.18
C 6.74974 -0.94891 1.34726 2.07 -0.34 2.65 -0.29
C 6.17707 -1.81096 2.51185 -0.13 0.92 -0.12 -0.05
O 5.02292 -1.47097 -1.95400 -1.33 1.13 2.46 -0.21
C 5.73253 -0.49967 -2.73934 0.75 -0.86 -0.90 -0.25
C 7.15908 -1.00636 -2.85591 1.15 -0.57 -0.40 -0.08
H 2.62485 -4.78811 0.11364 -0.09 -0.77 -0.51 0.07
H 4.09528 -5.96581 -0.17437 -0.37 0.38 -0.78 0.09
H 3.94938 -4.95751 1.19071 -0.33 -0.37 0.41 0.07
H 5.46852 -3.75814 -0.04140 0.16 -0.47 -0.36 0.11
H 4.42434 -3.87901 -1.47266 -0.02 1.20 -0.15 0.11
H 7.82614 -1.12040 1.35365 0.20 -0.59 -0.23 0.12
H 6.82181 0.13606 1.42307 -1.28 0.21 0.46 0.12
H 6.40083 -2.87270 2.40816 0.04 0.06 -0.48 0.08
H 6.60471 -1.54500 3.47854 0.09 0.34 -0.10 0.08
H 5.09646 -1.69834 2.59951 -0.09 0.00 -0.03 0.06
H 5.17680 -0.50836 -3.67698 0.38 -0.05 -0.20 0.12
H 5.76229 0.54819 -2.44066 -0.54 -0.17 0.86 0.12
H 7.89052 -0.49161 -2.23291 -0.11 0.73 -0.41 0.08
H 7.36923 -2.01508 -2.50037 -1.04 -0.33 0.14 0.08
H 7.48108 -1.10217 -3.89284 0.19 0.66 -0.04 0.08
C -1.14698 7.47662 -4.33623 0.10 -0.64 -1.14 -0.07
C -2.03541 6.48463 -3.60136 -0.74 3.85 0.29 -0.32
O -1.21641 5.74589 -2.74700 0.59 -4.34 1.12 -0.17
P -1.67044 4.26012 -2.11474 1.68 1.62 0.30 0.50
O -0.62066 3.45295 -1.38738 -0.75 1.78 -1.29 -0.39
O -2.34938 3.53594 -3.32800 2.29 4.53 -0.65 -0.13
C -3.09210 2.47170 -3.14234 -2.18 -6.00 0.82 -0.33
C -2.26274 1.33048 -2.51552 0.32 -0.33 -0.59 -0.07
O -2.87935 4.62891 -1.20157 -0.74 -0.29 1.28 -0.16
C -2.61756 5.31178 0.09118 -0.97 -0.32 -0.45 -0.21
C -2.99522 6.72684 -0.08604 1.58 2.22 -0.46 -0.08
H -1.70948 8.11071 -5.02153 -0.37 -0.37 -0.19 0.08
H -0.64184 8.22609 -3.72694 0.36 -0.68 0.38 0.08
H -0.50598 6.81898 -4.92336 0.72 0.70 -0.17 0.08
H -2.55683 7.20180 -2.96742 -0.99 -0.57 0.31 0.10
H -2.75903 6.05284 -4.29277 0.42 -0.96 0.33 0.13
H -3.96615 2.56531 -2.49785 -0.21 0.80 -0.13 0.13
H -3.42484 2.08087 -4.10392 -0.15 0.41 -0.15 0.13
H -2.61377 0.34016 -2.80560 -0.54 0.04 0.27 0.07
H -1.27821 1.36092 -2.98227 0.23 0.13 0.23 0.08
H -2.14801 1.41357 -1.43476 -0.02 -0.09 -0.14 0.05
H -3.30520 5.03418 0.89004 0.12 -1.43 -0.37 0.11
H -1.58787 5.07489 0.35899 -0.06 0.42 0.16 0.12
H -2.46540 7.15013 -0.93940 -0.12 0.02 -0.17 0.06
H -4.04204 7.01712 -0.17541 -0.05 -0.70 0.09 0.10
H -2.55923 7.29666 0.73452 -0.23 0.04 0.37 0.09
C -5.77942 -6.79376 -1.61655 -0.27 0.69 -1.09 -0.06
C -5.12686 -5.42662 -1.93806 1.20 -3.00 0.41 -0.25
O -4.78177 -5.05695 -0.58827 2.52 2.02 0.46 -0.21
P -3.22669 -4.81711 -0.13823 1.07 -0.72 1.03 0.51
O -2.72632 -5.58046 1.05569 -1.23 1.28 -2.32 -0.24
O -2.32898 -4.98484 -1.50155 -2.46 0.07 1.57 -0.23
C -0.92059 -4.95467 -1.39044 0.19 -0.76 -0.84 -0.29
C -0.47233 -4.38629 -2.70324 0.47 0.03 -0.08 -0.07
O -3.02143 -3.24277 0.09125 0.05 0.40 0.29 -0.20
C -3.51285 -2.32977 -0.90263 -2.80 -0.47 0.19 -0.23
C -4.50009 -1.27248 -0.24066 1.36 -0.72 -0.71 -0.03
H -5.11303 -7.30694 -0.92325 -0.16 0.24 0.16 0.08
H -6.75553 -6.61284 -1.16646 -0.04 -0.56 -0.14 0.08
H -5.76227 -7.42709 -2.50351 -0.75 0.04 -0.11 0.08
H -4.22134 -5.75057 -2.45107 0.19 0.58 -0.15 0.10
H -5.57548 -4.66234 -2.57267 -0.61 0.04 0.71 0.12
H -0.47230 -4.40024 -0.56598 -0.61 0.11 0.35 0.11
H -0.65044 -6.00642 -1.29587 0.53 0.08 0.10 0.13
H 0.60698 -4.53820 -2.71472 0.09 0.20 -0.64 0.08
H -0.99108 -4.86425 -3.53424 0.36 -0.36 0.04 0.09
H -0.72023 -3.33096 -2.81694 0.18 0.17 0.31 0.07
H -2.76631 -1.95314 -1.60186 0.44 0.29 0.66 0.10
H -4.16033 -2.93948 -1.53280 -0.07 0.14 -0.35 0.08
H -3.90750 -0.39000 0.00052 -0.49 0.09 0.26 0.03
H -5.32131 -1.01649 -0.91011 0.32 0.16 -0.34 0.07
H -5.00529 -1.70161 0.62463 0.48 -0.04 0.16 0.08
C 0.16286 2.54780 6.39984 -0.79 -0.54 -2.80 -0.02
C -0.84318 2.82385 5.14040 1.16 0.11 1.49 -0.18
O -0.07738 2.82810 3.91092 1.12 -0.21 -1.30 -0.21
P 0.25651 1.71047 2.80203 -1.55 -0.46 0.47 0.59
O 1.08088 2.21025 1.61737 -1.89 -0.83 2.35 -0.41
O 0.90193 0.46340 3.61776 -2.18 1.85 -0.68 -0.19
C 2.28301 0.39225 3.90153 0.97 -1.74 0.39 -0.27
C 2.66429 0.05943 5.34448 -0.16 1.21 0.85 -0.07
O -1.29749 1.11573 2.56403 3.84 -0.36 1.42 -0.21
C -2.09365 1.40172 1.44687 -1.27 1.86 1.01 -0.25
C -3.30614 2.22391 2.01039 -0.31 -0.03 -0.21 -0.05
H -0.33528 2.29476 7.33575 0.02 0.50 -0.11 0.08
H 0.73747 1.68001 6.07601 -0.23 -0.29 0.25 0.02
H 0.92972 3.32232 6.41179 -0.49 0.37 0.49 0.08
H -1.70408 2.15985 5.06262 0.32 -0.35 0.09 0.11
H -1.23637 3.83872 5.19999 0.06 -0.04 0.04 0.11
H 2.51652 -0.53626 3.38052 0.92 0.50 -0.67 0.11
H 2.81736 1.29174 3.59578 0.05 -0.29 -0.43 0.13
H 1.95095 -0.50537 5.94469 -0.13 -0.34 -0.52 0.09
H 3.64034 -0.42411 5.38449 -0.12 -0.24 -0.29 0.08
H 2.81094 0.97391 5.91921 -0.02 0.18 0.04 0.06
H -1.44301 2.02143 0.82984 -0.67 -0.25 -1.01 0.09
H -2.47253 0.46634 1.03504 0.44 0.16 -0.31 0.09
H -3.09143 3.23509 2.35609 0.61 0.11 -0.46 0.06
H -4.15059 2.29291 1.32464 0.20 0.05 -0.44 0.07
H -3.77531 1.82355 2.90910 0.40 -0.85 0.01 0.08

---

(2)
109
Properties=species:S:1:pos:R:3:forces:R:3:lowdin_charge:R:1 method="wB97M-V/def2-TZVPD" lumo_ha=0.0824 max_force_ev_per_a=2.85 gap_ev=9.83 total_energy_ev=-66546.9701 total_charge=-1 de_lowest_ev=1.169
O -7.33127 19.00310 21.91143 -0.58 0.11 0.17 0.16
C -6.34178 18.53708 22.37223 2.00 -0.40 -0.61 -0.33
O -5.23729 19.20094 22.73383 -1.17 -0.11 -0.48 0.24
B -4.18777 18.28492 23.11871 0.80 0.20 0.71 -0.88
O -4.77152 16.91916 22.96750 0.96 -0.29 -0.20 0.24
C -5.97377 17.00298 22.50263 -2.12 0.98 0.88 -0.37
O -6.78990 16.11741 22.38649 0.75 -0.14 -0.25 0.11
O -3.83302 18.56032 24.53335 0.43 0.46 0.21 0.23
C -2.63095 19.14121 24.56382 -0.33 -1.16 0.09 -0.35
O -2.06732 19.64427 25.48482 -0.31 0.12 0.78 0.14
C -2.00081 18.92175 23.21250 0.74 0.91 -1.67 -0.37
O -2.91501 18.45007 22.38056 -1.25 -0.67 0.15 0.22
O -0.89223 19.21334 22.86924 0.17 -0.25 0.59 0.17
C 0.65728 18.26655 19.92067 -0.17 0.67 0.61 -0.05
C -0.34908 19.35632 19.52810 0.34 -0.79 1.40 -0.50
C 0.29964 20.51000 18.78361 -0.95 -0.38 -0.40 -0.05
O -1.44478 18.75062 18.84142 -0.02 0.43 -0.89 -0.06
H 1.49317 18.72730 20.45464 0.27 0.04 -0.44 0.08
H 0.96361 17.71044 19.03594 0.18 -0.10 0.12 0.08
H 0.24532 17.62677 20.70470 -0.31 -0.29 -0.40 0.07
H -0.77583 19.75478 20.45376 0.26 0.17 0.07 0.11
H 0.77270 20.20068 17.84963 -0.06 -0.06 -0.04 0.08
H 1.04631 20.99488 19.40810 -0.08 -0.02 0.12 0.08
H -0.51318 21.20766 18.56890 0.29 0.28 -0.20 0.07
H -1.75725 18.00012 19.36655 -0.04 0.05 0.10 0.07
C -12.23525 18.85167 23.14453 0.68 1.27 1.11 -0.06
C -10.71602 18.68811 23.19640 0.02 -1.27 -2.55 -0.46
C -10.41913 17.27993 22.66354 0.18 -0.88 1.10 -0.06
O -10.13264 19.56701 22.21974 -0.16 0.47 0.36 -0.08
H -12.38829 19.92833 23.27566 -0.52 -0.10 -0.01 0.07
H -12.67657 18.31943 23.98777 -0.11 0.02 -0.02 0.08
H -12.71292 18.53276 22.22280 0.36 -0.10 -0.17 0.08
H -10.24873 18.90802 24.15803 -0.41 -0.22 0.30 0.13
H -10.87724 16.47831 23.25804 -0.04 0.25 0.22 0.07
H -9.35328 17.05524 22.67914 0.15 0.11 -0.20 0.05
H -10.80672 17.13957 21.65665 0.14 0.41 -0.15 0.09
H -9.19841 19.31991 22.10849 -0.37 0.08 0.01 0.03
C -9.28109 15.29460 27.59908 0.49 0.79 0.27 -0.05
C -8.89868 15.36574 26.12193 -0.17 -0.80 -0.10 -0.47
C -7.59610 14.58552 25.80121 -1.11 1.35 0.29 -0.04
O -10.01283 14.84404 25.40334 -0.42 -0.22 -0.37 -0.07
H -8.90667 16.21446 28.06102 0.17 -0.26 0.35 0.06
H -8.86372 14.42800 28.11388 0.04 -0.01 -0.06 0.08
H -10.35726 15.30559 27.76123 -0.06 -0.07 -0.34 0.08
H -8.80579 16.41917 25.83750 0.16 -0.07 -0.09 0.12
H -7.77695 13.54836 26.07924 0.40 -0.09 0.01 0.08
H -6.82433 15.07945 26.39264 0.28 -0.49 0.07 0.08
H -7.33963 14.70438 24.74808 -0.02 -0.20 -0.05 0.06
H -9.75648 14.14768 24.79398 0.25 0.11 -0.05 0.08
C 0.35442 18.29735 27.24080 0.25 0.16 -1.96 -0.07
C 1.38393 18.86012 28.20291 -1.61 -0.23 0.71 -0.46
C 1.10763 20.32428 28.45638 0.21 0.68 -0.76 -0.07
O 1.21206 18.15373 29.44902 0.77 -0.17 0.04 -0.07
H 0.58314 17.31364 26.82415 0.02 -0.31 0.75 0.08
H 0.29021 18.85090 26.29440 0.21 0.47 0.26 0.07
H -0.67576 18.34740 27.59795 0.13 -0.15 0.43 0.08
H 2.40836 18.72653 27.85795 -0.01 -0.26 0.13 0.14
H 1.61419 20.69546 29.34579 -0.03 -0.08 0.04 0.08
H 0.03923 20.54850 28.49904 -0.04 -0.23 0.33 0.09
H 1.45509 20.90001 27.59401 0.16 0.06 0.07 0.06
H 0.27234 17.98022 29.54661 -0.03 0.00 -0.02 0.07
C -6.82899 18.72564 26.39076 -0.08 0.31 -0.76 -0.08
C -7.48057 19.20211 27.68975 0.10 -0.39 -1.25 -0.32
O -6.76554 18.64856 28.78449 -0.37 0.34 0.18 -0.08
H -6.57954 17.66437 26.40760 0.01 -0.01 0.30 0.07
H -5.95139 19.27118 26.04179 0.24 0.01 0.64 0.07
H -7.50474 18.85276 25.53758 -0.35 -0.01 0.23 0.07
H -8.52153 18.86080 27.64232 -0.03 -0.16 0.42 0.10
H -7.52893 20.29400 27.72417 0.24 0.04 0.08 0.11
H -7.16344 19.03242 29.57341 0.20 -0.17 0.11 0.08
C -4.16519 16.05452 18.07217 0.15 0.67 -0.12 -0.06
C -4.46126 16.46485 19.48453 0.65 0.29 1.46 -0.29
O -3.22535 16.31045 20.20751 0.43 -0.16 -0.24 -0.09
H -5.03812 16.18297 17.43295 -0.02 -0.36 -0.03 0.08
H -3.70351 15.07015 18.02372 -0.41 -0.19 0.00 0.08
H -3.40384 16.75101 17.70950 -0.02 0.00 -0.09 0.07
H -5.21508 15.90467 20.04707 -0.25 -0.26 -0.64 0.10
H -4.71749 17.52748 19.57260 -0.32 -0.08 -0.46 0.10
H -3.34566 16.56599 21.12717 -0.01 0.09 -0.02 0.05
C 0.05020 22.85780 25.88238 -1.60 -0.27 -0.14 -0.17
O -0.52996 21.87046 25.04188 0.62 -0.25 0.00 -0.13
H -0.65874 23.04228 26.69924 0.30 0.18 0.27 0.08
H 1.02488 22.61421 26.30253 0.18 0.02 -0.25 0.05
H 0.04161 23.75522 25.26593 0.52 0.11 0.15 0.08
H -0.70373 21.02934 25.49993 0.02 0.47 -0.16 0.03
C -8.67918 14.74014 19.65972 -0.67 0.65 0.73 -0.11
O -8.33142 16.10033 20.00806 0.10 -1.29 0.30 -0.16
H -8.03173 14.08652 20.24806 0.28 -0.36 -0.74 0.08
H -9.69013 14.51734 20.02589 -0.09 0.12 -0.17 0.07
H -8.68895 14.61644 18.58058 0.43 -0.17 0.04 0.08
H -7.98514 15.93228 20.90268 0.06 1.13 -0.20 0.03
C -8.41762 19.58228 18.58031 -0.12 1.16 -0.67 -0.18
O -8.81572 18.27285 18.25951 0.85 -0.15 0.08 -0.12
H -8.48653 20.22054 17.68936 -0.68 -0.21 -0.09 0.07
H -9.05402 20.00815 19.35774 0.11 0.06 0.14 0.07
H -7.36688 19.78961 18.80116 0.19 -0.87 0.61 0.06
H -8.35454 17.66236 18.86109 -0.46 -0.01 -0.05 0.04
C -4.78977 12.64683 23.11041 -2.19 0.47 0.76 -0.14
O -5.58012 13.41232 22.19374 0.57 -0.45 -0.60 -0.14
H -5.33002 11.70602 23.25126 0.37 -0.24 -0.42 0.07
H -3.74820 12.46793 22.85238 0.03 0.35 -0.02 0.07
H -5.00754 13.14304 24.06454 1.19 -0.17 0.30 0.07
H -5.47814 14.34722 22.39813 -0.08 0.00 -0.03 0.03
C -4.82011 20.54911 19.92203 0.37 0.23 -1.21 -0.16
O -3.44785 20.86546 20.15213 -0.43 -0.02 0.38 -0.11
H -5.02628 20.88982 18.90066 -0.50 -0.12 0.01 0.08
H -5.01189 19.47503 19.95161 0.00 -0.02 0.19 0.05
H -5.51958 21.05719 20.58051 0.42 0.08 0.35 0.09
H -2.97817 20.49606 19.39352 0.21 -0.15 0.24 0.05